1.
C3H5NO3 | ωB97M-V/def2-TZVPD

Output
HOMO level	-9.4	eV
frontier orbital gap	9.779	eV
LUMO energy	0.357	eV
net charge	0
electronic energy	-10821.60717	eV
relative energy (zero: lowest compared OMol25 entry of this formula, charge and spin)	393.7	kJ/mol

Geometry (Å):
1 N 0.5443 -0.9554 1.2622
2 C -0.3414 0.0929 0.6757
3 O -1.3132 0.5044 1.2899
4 C -0.2791 -0.8351 -0.4649
5 O -0.4819 0.7621 -1.7837
6 C 0.2255 1.5288 -1.1119
7 O 0.6413 1.2933 0.0885
8 H 1.5426 -0.7887 1.2652
9 H 0.1713 -1.2685 2.1482
10 H 0.6429 -0.9892 -1.0050
11 H -1.0919 -1.5433 -0.6110
12 H 0.5608 2.4875 -1.5302



2.
C3H5NO3 | ωB97M-V/def2-TZVPD

Output
HOMO level	-9.6	eV
frontier orbital gap	10.210	eV
LUMO energy	0.566	eV
net charge	0
electronic energy	-10821.80824	eV
relative energy (zero: lowest compared OMol25 entry of this formula, charge and spin)	374.3	kJ/mol

Geometry (Å):
1 C 0.8673 -0.2078 0.2979
2 N -1.6354 -0.6149 -0.1522
3 C -0.0135 1.3003 -0.4307
4 C -0.6164 0.1853 0.4427
5 O 1.4776 0.8998 0.6085
6 O 1.3512 -1.4308 0.2723
7 O 0.3945 0.6562 -1.4921
8 H 2.3180 -1.3950 0.1978
9 H -1.4671 -0.7244 -1.1459
10 H -1.6859 -1.5345 0.2725
11 H -0.1389 2.3813 -0.3391
12 H -0.8515 0.4845 1.4683



3.
C3H5NO3 | ωB97M-V/def2-TZVPD

Output
HOMO level	-10.2	eV
frontier orbital gap	10.089	eV
LUMO energy	-0.144	eV
net charge	0
electronic energy	-10820.84468	eV
relative energy (zero: lowest compared OMol25 entry of this formula, charge and spin)	467.3	kJ/mol

Geometry (Å):
1 O -1.4981 -1.0730 0.8698
2 C -0.6679 -0.2211 0.9802
3 N 0.7115 -0.4950 0.7995
4 C 1.1177 -0.5448 -0.5075
5 O 0.1490 -0.8423 -1.4593
6 O 2.0931 0.0235 -0.9078
7 C -0.7855 1.2786 0.6322
8 H 1.1332 -1.8149 0.5329
9 H -0.0252 -1.3224 -2.2691
10 H -1.7173 1.4419 0.0974
11 H -0.0579 1.5416 -0.1268
12 H -0.4527 2.0279 1.3584